ORCA calculation (ωB97M-V with the def2-TZVPD basis set) on a molecular structure, C42H29CrF5O8Pd2 in a non-equilibrium geometry.

Structure (XYZ):
```
87
Properties=species:S:1:pos:R:3:forces:R:3
Pd 5.219 2.545 2.302 -1.4 -0.3 -0.6
Pd -0.580 3.267 -3.319 2.4 -0.3 -1.4
Cr 0.620 -0.753 -3.411 -0.1 0.9 0.9
C -4.222 1.626 -4.408 4.7 2.2 -1.0
C -2.814 1.305 -4.272 -0.7 -3.3 1.2
C -2.478 -0.249 -3.832 -4.4 3.2 -0.4
O -1.316 -0.564 -3.825 2.6 -1.2 0.0
C -3.634 -1.048 -3.458 3.1 0.6 -0.1
C -4.937 -0.634 -3.678 -4.2 -2.9 -1.5
C -5.226 0.761 -4.222 -5.8 -0.2 1.3
O -6.434 1.220 -4.321 3.1 -1.9 0.1
O -5.868 -1.530 -3.670 2.5 3.0 0.4
O -1.835 2.039 -4.415 -0.4 0.2 -0.8
H -4.404 2.629 -4.765 -0.4 0.1 0.0
H -3.445 -2.046 -3.089 -0.2 -0.1 0.0
C 2.046 0.459 0.298 -3.4 -1.4 -3.8
C 2.362 1.553 1.001 0.1 0.5 2.0
C 1.401 2.733 0.943 5.3 2.3 3.2
O 1.649 3.899 1.443 1.0 -1.0 0.7
C 0.360 2.796 0.177 -6.1 -1.7 -3.5
C -0.053 1.714 -0.657 3.2 -2.5 -1.2
C 0.867 0.440 -0.636 0.4 3.7 3.2
O 0.541 -0.476 -1.382 -0.3 -2.3 -2.1
O -0.802 1.888 -1.635 -0.7 -0.7 0.8
O 3.317 1.413 1.874 1.0 1.8 -0.1
H 2.608 -0.463 0.298 0.3 0.1 0.3
H -0.438 3.519 0.087 0.6 1.1 0.7
F 2.596 -1.545 -3.025 1.0 -0.3 0.2
C 3.868 -1.630 -2.416 1.1 -0.4 0.7
C 4.383 -2.844 -1.993 -0.4 -0.9 0.7
C 5.663 -2.947 -1.381 -1.7 1.2 -0.8
C 6.368 -1.770 -1.315 0.6 0.9 0.5
C 5.873 -0.519 -1.719 -0.6 -1.4 -0.1
C 4.568 -0.457 -2.238 0.4 0.3 -0.8
H 3.739 -3.711 -1.976 -0.1 -0.2 -0.4
H 6.036 -3.838 -0.897 -0.2 -0.2 -0.4
H 7.340 -1.748 -0.847 0.2 -0.2 0.0
H 6.599 0.269 -1.581 -0.6 0.6 -0.3
H 4.069 0.392 -2.682 0.4 0.6 0.3
F -3.916 -3.348 1.470 -0.5 -0.2 0.0
C -3.669 -2.025 1.428 0.9 -0.3 0.4
C -3.449 -1.377 2.641 -0.3 -1.1 -0.2
C -2.979 -0.094 2.638 0.8 0.7 0.5
C -2.621 0.472 1.452 -0.4 0.6 -2.5
C -2.931 -0.153 0.235 0.6 -0.4 0.1
C -3.410 -1.454 0.196 -0.5 0.4 0.6
H -3.475 -1.952 3.555 -0.5 0.0 0.1
H -2.748 0.460 3.535 -0.1 -0.3 0.3
H -2.108 1.411 1.310 -0.1 0.3 0.7
H -2.668 0.325 -0.697 0.0 0.2 -0.1
H -3.587 -2.021 -0.706 0.0 0.1 0.0
F 4.841 1.116 4.023 0.1 -0.1 1.0
C 4.879 0.237 5.074 0.3 -2.0 1.1
C 5.789 0.384 6.141 -0.7 0.3 -1.0
C 5.852 -0.583 7.143 -0.9 -2.2 -0.1
C 5.052 -1.764 7.070 -0.2 1.1 -2.4
C 4.227 -1.922 5.911 -0.3 0.9 1.7
C 4.063 -0.910 4.981 1.0 1.1 -0.1
H 6.422 1.259 6.151 0.1 0.0 0.1
H 6.556 -0.591 7.961 0.1 0.7 0.0
H 5.056 -2.583 7.774 0.3 0.3 0.3
H 3.492 -2.711 5.843 0.3 -0.5 0.1
H 3.327 -0.996 4.196 0.1 0.0 -0.2
F 0.146 -2.748 -2.805 0.9 0.5 -1.9
C -0.226 -3.403 -1.730 -0.9 -1.8 2.5
C -1.491 -3.966 -1.759 -0.4 -0.6 0.4
C -1.868 -4.760 -0.691 1.3 -0.3 1.3
C -1.019 -4.880 0.431 -0.1 -0.7 -0.7
C 0.262 -4.341 0.439 -0.7 1.0 -0.5
C 0.659 -3.579 -0.664 -0.5 0.2 -0.5
H -2.214 -3.905 -2.559 0.5 0.3 -0.5
H -2.724 -5.418 -0.690 -0.4 0.5 -0.2
H -1.353 -5.546 1.213 0.1 0.2 0.3
H 0.900 -4.367 1.310 0.1 -0.3 0.0
H 1.621 -3.089 -0.696 0.1 0.0 0.0
F -2.251 4.041 -2.384 0.2 -0.2 -0.7
C -3.117 4.536 -1.550 0.8 3.5 3.6
C -4.391 4.229 -1.720 -3.0 -1.1 0.2
C -5.377 4.769 -0.879 0.8 1.9 0.6
C -5.003 5.681 0.133 -0.4 -0.8 -1.2
C -3.660 6.030 0.272 0.4 -0.8 0.4
C -2.684 5.460 -0.526 -1.0 -1.4 -0.9
H -4.656 3.436 -2.404 -0.1 0.2 -0.4
H -6.433 4.723 -1.098 0.0 -0.8 0.1
H -5.807 6.044 0.755 0.2 0.4 0.2
H -3.249 6.593 1.097 -0.5 0.4 0.1
H -1.667 5.583 -0.184 0.3 0.1 -0.7
```
Positions in Å, forces in eV/Å.

## Properties
Total charge: +1
HOMO level (spin up / spin down): -8.8 / -10.5 eV
Multiplicity: 10
HOMO-LUMO gap (spin up / spin down): 4.684 / 5.326 eV
E_LUMO (spin up / spin down): -4.0992 / -5.2191 eV
Strongest force on any atom: 7.25 eV/A
E: -4018.6516 Eh